1.
{
  "formula": "C27H14F5GaN8O4S3Se",
  "method": "the ωB97M-V functional and the def2-TZVPD basis",
  "symbols": ["Ga", "Se", "N", "C", "C", "C", "C", "C", "N", "C", "C", "N", "C", "C", "C", "C", "C", "N", "H", "H", "H", "H", "H", "H", "O", "C", "O", "C", "C", "N", "N", "C", "C", "O", "O", "H", "H", "H", "S", "C", "S", "C", "N", "N", "C", "C", "C", "C", "C", "C", "S", "H", "H", "H", "H", "H", "F", "C", "F", "C", "F", "F", "F"],
  "xyz": [[-7.6518, -0.1762, 20.9560], [-12.9225, 2.3880, 25.8417], [-11.2207, 2.8059, 25.4217], [-10.7862, 2.1828, 24.3554], [-9.5205, 2.2722, 23.7808], [-8.5438, 3.1626, 24.2389], [-7.2522, 3.0464, 23.8243], [-7.0400, 2.2073, 22.6541], [-7.9644, 1.3416, 22.2142], [-9.1589, 1.2677, 22.8958], [-10.1069, 0.2392, 22.5145], [-9.6491, -0.9145, 21.8317], [-10.5259, -1.7468, 21.3264], [-11.9179, -1.7229, 21.5756], [-12.3561, -0.7672, 22.5027], [-11.4389, 0.2620, 22.9144], [-11.8104, 1.1951, 23.8647], [-12.9362, 1.1056, 24.5264], [-8.7538, 3.9578, 24.9352], [-6.4699, 3.6660, 24.3045], [-6.1537, 2.3306, 21.9854], [-10.1763, -2.5427, 20.6497], [-12.4468, -2.5331, 21.0741], [-13.3896, -0.6023, 22.7583], [-5.8951, -5.7437, 21.7459], [-6.8127, -5.7562, 20.7425], [-7.1938, -6.7600, 20.1063], [-7.2108, -4.4086, 20.3550], [-7.8677, -4.0626, 19.1345], [-8.0007, -2.7140, 19.0802], [-7.5197, -2.1251, 20.2196], [-6.9600, -3.1515, 20.9249], [-6.1962, -2.5290, 22.1086], [-5.4347, -3.2174, 22.8178], [-6.3227, -1.2406, 22.1493], [-5.7389, -4.8278, 22.1998], [-8.2125, -4.7762, 18.3781], [-8.4074, -2.0031, 18.4417], [-4.9480, 3.9847, 16.9851], [-6.3690, 3.1499, 16.9600], [-7.4790, 3.3847, 18.2015], [-8.2996, 1.8275, 17.8478], [-7.9445, 1.3624, 16.6531], [-6.9233, 2.1209, 16.1180], [-6.1521, 1.4843, 14.9962], [-5.2092, 2.1806, 14.2614], [-4.5409, 1.5504, 13.2263], [-4.7201, 0.1401, 12.9928], [-5.8135, -0.4769, 13.6188], [-6.5128, 0.1943, 14.5989], [-9.1919, 1.1822, 19.1351], [-4.9493, 3.1668, 14.5433], [-3.8192, 2.1266, 12.6375], [-3.9268, -0.3713, 12.4500], [-6.0583, -1.5003, 13.3102], [-7.3659, -0.2348, 15.0876], [-5.8104, 1.9465, 19.9623], [-5.9350, 0.5924, 20.0235], [-5.9103, 0.1765, 18.7116], [-4.5437, 0.1233, 20.5705], [-4.3986, -1.2065, 20.4361], [-4.3373, 0.5527, 21.9089], [-3.5180, 0.6950, 19.8305]],
  "forces_ev_per_angstrom": [[1.5169, -0.4635, -1.2007], [1.4809, -1.0637, -1.4608], [0.3466, 1.0414, -0.0073], [-4.7050, -0.9763, 1.6410], [1.6279, -0.4646, -0.2437], [0.5441, 0.2853, 0.2695], [0.4606, -0.5458, -1.7590], [0.4220, 0.5646, 0.1816], [-0.4956, 0.3613, 2.1639], [0.5876, 0.7220, -0.9645], [-0.3259, -3.0289, -0.5945], [0.5487, 3.4589, -0.1859], [-0.3505, -0.6620, -0.3506], [0.8151, 0.7292, 1.1823], [0.9528, 0.1968, -1.8636], [0.3209, -2.6438, -1.7312], [-0.1895, 2.2426, 2.5966], [0.0576, 1.0289, 0.1488], [-0.4863, -0.1751, 0.3158], [-0.4184, -0.5242, -0.8742], [-0.6677, -0.3498, 1.0650], [0.2491, 0.4488, 0.5125], [-0.5204, 0.5493, 0.4613], [-0.1352, -0.3731, 0.2657], [-0.9741, 0.0988, -0.2852], [0.8554, -2.0343, -0.5280], [1.1385, 2.6530, 2.1864], [-1.0931, 2.2817, -2.0853], [0.1645, -0.1199, 0.6072], [-0.3252, 0.6682, 0.9062], [0.3461, -2.9049, -1.3002], [-0.5462, 2.4579, 0.7885], [1.0309, -0.0180, 0.4633], [-1.5066, 0.4401, -1.1552], [-1.0753, -0.9810, 0.8813], [-0.1599, -1.0190, -0.7336], [0.1659, 0.6632, 0.2022], [0.1969, -1.3093, 0.0217], [0.0047, -0.0778, -0.5693], [-0.4762, -1.3573, -1.4577], [-1.1867, -0.6129, 0.5774], [2.0574, 1.0262, -2.2741], [-0.1733, 0.5685, 2.4052], [2.1496, 0.4376, -0.3460], [-1.5211, 0.1015, 0.8075], [-0.1101, -0.3012, -0.0896], [0.3530, -1.7741, -0.0966], [-0.0439, 2.1704, 0.6679], [1.2259, -0.3266, -0.7673], [-0.4090, 0.5140, 0.4505], [-1.0826, -1.5869, 0.9253], [0.0506, 0.8256, -0.0123], [-0.1050, -0.3723, 0.3609], [-0.7176, -0.1084, -0.4061], [-0.0217, 0.3738, 0.4715], [-0.1112, -0.3393, 0.0700], [-0.1260, 0.4155, 0.3581], [0.8552, -0.7966, 0.1454], [-0.1610, -0.1763, -0.1136], [1.2486, 0.8847, 0.2335], [0.1629, 0.9257, 0.4679], [-0.3655, -0.9781, -2.4851], [-1.3509, -0.6706, 1.1396]],
  "nbo_charge": [1.53, 0.93, -0.59, 0.14, -0.12, -0.09, -0.22, 0.14, -0.59, 0.26, 0.15, -0.49, 0.11, -0.23, -0.09, -0.02, 0.10, -0.58, 0.25, 0.26, 0.27, 0.21, 0.25, 0.25, -0.68, 0.78, -0.58, -0.25, 0.06, -0.32, -0.39, 0.10, 0.80, -0.63, -0.80, 0.52, 0.26, 0.46, -0.13, -0.18, 0.43, -0.13, -0.27, -0.25, 0.16, -0.24, -0.19, -0.21, -0.21, -0.24, -0.30, 0.25, 0.22, 0.22, 0.22, 0.24, -0.36, 0.21, -0.35, 0.92, -0.31, -0.34, -0.32],
  "homo_lumo_gap_ev": 5.168,
  "e_homo_ev": -7.49,
  "spin_multiplicity": 1
}

***

2.
{
  "formula": "C27H15BrF4GdN2O9P",
  "method": "the ωB97M-V functional and the def2-TZVPD basis",
  "symbols": ["Gd", "F", "C", "C", "F", "C", "F", "C", "P", "C", "C", "C", "C", "C", "C", "C", "C", "C", "C", "C", "C", "C", "Br", "C", "F", "H", "H", "H", "H", "H", "H", "H", "H", "H", "H", "O", "C", "O", "C", "C", "C", "C", "C", "C", "O", "N", "O", "O", "N", "O", "O", "H", "H", "C", "O", "C", "O", "H", "H", "H"],
  "xyz": [[1.6530, 0.1996, -0.7178], [0.1009, 2.7217, 6.4504], [-0.2379, 2.5200, 5.1844], [-1.5054, 2.4168, 4.6674], [-2.5157, 2.7119, 5.4744], [-1.7253, 2.1022, 3.3676], [-3.0068, 2.1605, 2.9860], [-0.7077, 1.8469, 2.4526], [-0.8162, 1.2670, 0.7362], [-0.5169, 2.8909, -0.0940], [-0.3374, 4.1378, 0.5041], [-0.1439, 5.2864, -0.3029], [-0.1323, 5.1456, -1.6864], [-0.3664, 3.9357, -2.2440], [-0.5152, 2.7873, -1.4827], [-2.4856, 0.9573, 0.1484], [-3.5364, 1.9365, 0.0430], [-4.8263, 1.6210, -0.3253], [-5.1657, 0.2640, -0.5583], [-4.2089, -0.7030, -0.2898], [-2.8820, -0.4004, 0.0396], [0.5479, 1.8666, 3.0207], [2.1650, 1.4291, 2.0674], [0.7974, 2.2472, 4.3579], [2.0360, 2.3396, 4.7669], [-0.1750, 4.2653, 1.5422], [0.1210, 6.2124, 0.1306], [-0.0037, 6.0337, -2.3527], [-0.3996, 3.9145, -3.2969], [-0.5567, 1.8304, -2.0769], [-3.3124, 2.9987, 0.2490], [-5.6029, 2.4145, -0.4507], [-6.0888, -0.0084, -0.9745], [-4.4458, -1.7371, -0.4596], [-2.1579, -1.1766, 0.1513], [5.5299, -1.8019, -0.5837], [4.3769, -1.5403, -0.4330], [3.7699, -0.3843, -0.4533], [3.3433, -2.6449, -0.1990], [3.7350, -3.8885, -0.6651], [2.8454, -4.9801, -0.6486], [1.6681, -4.9795, 0.0594], [1.3407, -3.7323, 0.6022], [2.0167, -2.5398, 0.3751], [1.4817, -1.4500, 0.7440], [0.0205, -3.6428, 1.1642], [-0.0966, -3.7423, 2.3671], [-0.8847, -3.4975, 0.3733], [3.3373, -6.2103, -1.3193], [4.1813, -6.0787, -2.1453], [2.8978, -7.2888, -0.9879], [4.5969, -3.9665, -1.2579], [1.0482, -5.8205, 0.2961], [0.6883, -1.8223, -4.6492], [0.6866, -0.4249, -4.1557], [0.9911, -0.3560, -2.8925], [1.2893, -1.3887, -2.2412], [0.1603, -2.4303, -4.0418], [1.7784, -2.1424, -4.6944], [0.1514, -1.6823, -5.6411]],
  "forces_ev_per_angstrom": [[1.0166, -0.3647, 1.1680], [-0.9303, 0.4335, 0.2458], [1.0040, -0.5771, 0.5574], [-0.3804, 0.6754, 1.6988], [-0.4082, -0.0902, 0.0203], [-0.8118, 0.2623, -1.3405], [0.0299, -0.2345, -0.2229], [-0.2032, -0.9041, 0.8126], [0.0785, 1.0660, -0.7883], [-0.0388, -0.6046, -0.0341], [0.5807, 0.9717, -1.5896], [0.2057, -1.9119, -0.0966], [-0.2977, 2.3068, 0.3862], [0.0562, -0.8636, -0.1612], [0.2399, -0.3684, -1.1047], [-2.4387, -0.5929, 0.9844], [1.2267, 0.4774, 0.1514], [-0.7825, -0.4076, -0.3702], [2.0371, 1.0807, 0.7915], [0.2825, -0.1343, -0.5657], [-0.3416, 1.7921, -0.2373], [1.4413, 0.3803, 0.5561], [-0.3628, 0.3366, 0.3304], [0.0932, -0.5084, -2.6725], [0.6923, -0.0219, 0.6223], [-0.2900, -0.1521, 1.0062], [-0.0129, 0.8452, 0.5512], [-0.0200, -0.8317, 0.7632], [0.0159, -0.4709, -1.1323], [-0.3104, 0.8034, 1.0523], [0.0392, -0.6705, -0.1883], [0.8896, -0.7327, 0.1337], [-1.2483, -0.3026, -0.2046], [-0.1568, -0.3120, 0.0550], [0.3342, -0.5490, 0.1419], [0.9600, 0.3525, -0.1646], [-2.5834, -0.6883, 0.5759], [-0.0380, 1.6224, -0.4321], [0.0579, -1.2959, 0.1133], [-2.4057, -0.0233, -0.2716], [1.2005, -0.4440, 0.1487], [0.5038, 1.4856, 0.6826], [0.2902, -1.3907, -1.2043], [2.2749, -1.3214, -0.2902], [-1.1795, 2.2908, 0.0924], [-0.1651, 0.0945, 0.7361], [-0.1901, 0.0871, 0.0010], [-0.6820, 0.2000, -0.1463], [-0.8871, 0.0757, 1.2748], [1.4556, 0.4965, -1.5422], [-0.7980, -0.3128, 0.4794], [1.2695, -0.1613, -0.2818], [-0.0812, -0.4532, -0.4036], [2.0931, 2.7048, -3.5960], [-0.1944, -1.1629, 0.2311], [0.1597, 0.8775, 0.2455], [-0.1639, -0.5518, -0.3991], [-1.6793, -1.8908, 2.0728], [-1.5649, 0.2073, -0.3228], [1.1177, -0.6239, 1.0811]],
  "mulliken_spin": [7.35, 0.00, 0.00, 0.00, 0.00, 0.00, 0.00, 0.00, -0.03, -0.01, 0.00, 0.00, 0.00, 0.00, 0.01, 0.00, 0.00, 0.00, 0.00, 0.00, 0.00, 0.00, 0.00, 0.00, 0.00, 0.00, 0.00, 0.00, 0.00, 0.00, 0.00, 0.00, 0.00, 0.00, 0.00, -0.01, -0.02, -0.07, -0.01, 0.01, -0.01, 0.00, -0.02, -0.03, -0.07, 0.00, 0.00, 0.00, 0.00, 0.00, 0.00, 0.00, 0.00, -0.01, 0.00, -0.08, 0.00, 0.00, 0.00, 0.00],
  "homo_lumo_gap_ev": [6.321, 7.703],
  "e_homo_ev": [-8.52, -8.56],
  "spin_multiplicity": 8,
  "s_squared": 15.90
}

***

3.
{
  "formula": "C27H16F6N5O8RuS2",
  "method": "the ωB97M-V functional and the def2-TZVPD basis",
  "symbols": ["Ru", "C", "C", "N", "C", "C", "C", "C", "C", "C", "C", "N", "C", "C", "C", "C", "C", "C", "C", "C", "N", "C", "H", "H", "H", "H", "H", "H", "H", "H", "H", "H", "H", "H", "F", "C", "F", "F", "S", "O", "O", "N", "S", "O", "O", "C", "F", "F", "F", "O", "C", "O", "C", "C", "C", "C", "C", "C", "N", "O", "O", "H", "H", "H", "H"],
  "xyz": [[-0.4139, -0.0668, -1.0369], [-1.1094, 2.9706, -4.2247], [-0.9205, 1.7573, -3.5459], [-1.0431, 1.6444, -2.2423], [-1.3914, 2.7400, -1.4975], [-1.5921, 3.9905, -2.0965], [-1.4257, 4.0778, -3.4960], [-1.9887, 5.0936, -1.2977], [-2.2111, 4.8965, 0.0287], [-2.0386, 3.6283, 0.6335], [-1.6126, 2.5361, -0.0865], [-1.4355, 1.2415, 0.3360], [-1.6913, 0.6953, 1.5777], [-1.6941, 1.3102, 2.8053], [-1.9510, 0.5792, 3.9927], [-2.1798, -0.7607, 3.9709], [-2.1369, -1.4480, 2.7306], [-2.2850, -2.8497, 2.6190], [-2.1923, -3.4524, 1.4026], [-1.9444, -2.6495, 0.2711], [-1.8186, -1.3485, 0.3395], [-1.9026, -0.7280, 1.5525], [-0.9945, 3.0031, -5.2982], [-0.6561, 0.8609, -4.0942], [-1.5704, 5.0350, -3.9834], [-2.1314, 6.0632, -1.7567], [-2.5363, 5.7233, 0.6472], [-2.2773, 3.5333, 1.6789], [-1.4434, 2.3543, 2.8973], [-1.9518, 1.1095, 4.9366], [-2.3688, -1.3132, 4.8824], [-2.4584, -3.4349, 3.5149], [-2.2858, -4.5230, 1.2898], [-1.8531, -3.0897, -0.7147], [3.1966, -2.5131, -1.5323], [2.1635, -2.9295, -2.2549], [2.4977, -4.0338, -2.9149], [1.1417, -3.2060, -1.4460], [1.7010, -1.6216, -3.4565], [1.2356, -0.5088, -2.6316], [2.8602, -1.4176, -4.2533], [0.5316, -2.2541, -4.2931], [-0.9962, -2.1296, -3.9605], [-1.7365, -1.5254, -5.0215], [-1.2991, -1.6768, -2.6027], [-1.5037, -3.8882, -3.9377], [-1.3367, -4.4241, -5.1385], [-0.7901, -4.5736, -3.0431], [-2.7926, -3.9542, -3.5960], [1.4511, 1.0402, 0.1723], [1.5806, -0.0397, 0.7782], [0.8968, -1.0693, 0.4560], [2.5186, -0.1493, 1.9344], [2.3731, -1.1774, 2.8574], [3.2249, -1.2619, 3.9500], [4.2375, -0.3292, 4.1158], [4.3592, 0.6789, 3.1781], [3.5187, 0.7993, 2.0926], [5.4391, 1.6827, 3.3533], [5.5399, 2.5449, 2.5071], [6.2450, 1.4823, 4.2391], [1.5873, -1.9057, 2.7038], [3.1066, -2.0582, 4.6725], [4.9235, -0.3703, 4.9485], [3.6305, 1.6093, 1.3872]],
  "forces_ev_per_angstrom": [[-0.0865, -0.7605, 0.9238], [0.0257, -0.1938, 0.0211], [0.0966, -0.0136, -0.2373], [-0.0255, 0.7977, -0.0841], [-0.0406, -0.3352, 0.1014], [-0.0232, 0.1273, -0.0604], [-0.0517, 0.1906, 0.0398], [0.0464, -0.0693, -0.1848], [-0.0073, -0.1855, 0.2374], [-0.1397, 0.3736, 0.1118], [0.0948, -0.1953, -0.1474], [-0.0169, -0.0562, -0.3782], [-0.0244, -0.1081, -0.3264], [0.0286, 0.0469, 0.4174], [0.0529, 0.2588, -0.1519], [-0.0042, -0.1538, -0.0807], [-0.0454, -0.0736, 0.1327], [-0.0211, 0.0534, 0.1909], [0.0252, 0.0324, -0.2431], [-0.1410, -0.1854, -0.0163], [0.2539, 0.1023, 0.1532], [-0.0089, 0.0410, -0.2362], [-0.0013, -0.0042, 0.0067], [0.0117, 0.0208, 0.0200], [0.0002, -0.0037, 0.0261], [0.0102, -0.0163, -0.0125], [0.0018, -0.0280, 0.0155], [-0.0178, 0.0225, -0.0006], [-0.0019, -0.0038, 0.0050], [0.0143, 0.0160, -0.0244], [-0.0009, -0.0127, -0.0169], [-0.0063, 0.0260, -0.0025], [-0.0152, 0.0095, -0.0218], [0.0489, -0.0070, 0.0295], [-0.0399, -0.0560, 0.0272], [0.0834, -0.0593, 0.0415], [0.0378, 0.0021, 0.0572], [-0.0195, -0.0013, -0.0032], [-0.2778, 0.2314, -0.1684], [0.2345, -0.0026, -0.0065], [-0.1201, -0.0091, 0.0640], [-0.0240, -0.0129, 0.0913], [0.1815, 0.3129, -0.1405], [0.0123, -0.0303, 0.1373], [0.0115, 0.0776, 0.0588], [-0.1022, -0.1932, -0.0154], [-0.0282, -0.0207, 0.1118], [-0.0659, 0.0457, -0.0641], [0.1100, -0.0286, -0.0446], [-0.0599, -0.0273, -0.3400], [-0.0443, -0.0655, -0.0648], [0.0677, 0.1203, 0.0393], [-0.0075, 0.0089, -0.0298], [0.0426, -0.0590, 0.0101], [0.0248, -0.0051, -0.0054], [-0.0747, -0.0657, 0.0338], [-0.0198, 0.3503, 0.2252], [-0.0838, 0.0513, -0.0023], [0.5611, -0.8591, -0.7666], [-0.2258, 0.3102, 0.2318], [-0.2036, 0.2658, 0.3164], [0.0093, 0.0109, 0.0081], [0.0005, 0.0010, -0.0085], [-0.0035, 0.0010, -0.0026], [-0.0080, -0.0072, 0.0022]],
  "nbo_charge": [1.68, -0.25, 0.11, -0.54, 0.23, -0.10, -0.10, -0.20, -0.18, -0.24, 0.15, -0.61, 0.23, -0.26, -0.18, -0.21, -0.09, -0.10, -0.27, 0.11, -0.47, 0.15, 0.24, 0.22, 0.22, 0.22, 0.22, 0.22, 0.22, 0.22, 0.22, 0.22, 0.23, 0.22, -0.30, 0.72, -0.30, -0.31, 2.28, -1.00, -0.88, -1.22, 2.26, -0.90, -1.00, 0.73, -0.29, -0.31, -0.31, -0.67, 0.77, -0.75, -0.16, -0.14, -0.22, -0.20, 0.08, -0.16, 0.52, -0.37, -0.38, 0.24, 0.22, 0.25, 0.27],
  "homo_lumo_gap_ev": [7.180, 5.692],
  "e_homo_ev": [-7.90, -7.93],
  "spin_multiplicity": 6,
  "s_squared": 8.77
}